{
  "formula": "C22H20F2N2O2S3",
  "method": "ωB97M-V/def2-TZVPD",
  "spin_multiplicity": 1,
  "lumo_ev": -0.18,
  "e_homo_ha": -0.2912,
  "smiles": "O=C(CCCSc1nnc(SCCCC(=O)c2ccc(F)cc2)s1)c1ccc(F)cc1",
  "species": ["O", "C", "C", "C", "C", "S", "C", "N", "N", "C", "S", "C", "C", "C", "C", "O", "C", "C", "C", "C", "F", "C", "C", "S", "C", "C", "C", "C", "F", "C", "C", "H", "H", "H", "H", "H", "H", "H", "H", "H", "H", "H", "H", "H", "H", "H", "H", "H", "H", "H", "H"],
  "positions_angstrom": [[0.07846, 3.10734, 1.72128], [0.60814, 3.01735, 0.50342], [-0.24937, 3.76664, -0.61957], [-1.77009, 3.83347, -0.49146], [-2.54582, 2.47873, -0.13930], [-2.23377, 1.64989, -1.87756], [-1.04276, 0.55666, -1.31055], [-0.50717, 0.39489, -0.35963], [0.40950, -0.38817, -0.06859], [0.75175, -0.95887, -1.29252], [1.90626, -2.20502, -1.46974], [2.59834, -2.38183, -0.19457], [1.91816, -3.60021, 0.80069], [0.50181, -2.97974, 1.25965], [-0.68485, -3.35026, 0.33976], [-0.46871, -4.18006, -0.57871], [-1.78041, -2.31057, 0.25656], [-2.64423, -2.37780, -0.94734], [-3.67150, -1.46662, -0.83860], [-3.99115, -0.85696, 0.23229], [-5.03426, 0.16191, 0.24474], [-3.22086, -0.85609, 1.39954], [-2.05571, -1.43467, 1.45544], [-0.21859, -0.64888, -2.61060], [1.87635, 2.38929, 0.18516], [2.38528, 2.23702, -1.06650], [3.49324, 1.33537, -1.39939], [3.94141, 0.70644, -0.13817], [5.03619, 0.24074, -0.37461], [3.33580, 0.69274, 1.23815], [2.26355, 1.59255, 1.13784], [0.05880, 4.72482, -0.76385], [-0.11604, 3.14755, -1.61769], [-1.74865, 4.21507, 0.63138], [-2.19117, 4.54773, -1.25071], [-3.50781, 2.48553, -0.05181], [-2.08966, 1.83501, 0.60205], [2.46463, -1.53057, 0.48712], [3.79114, -2.92210, -0.12177], [2.45369, -4.09449, 1.66903], [1.65136, -4.64399, 0.20423], [0.38569, -2.02609, 1.83907], [0.04659, -3.78577, 2.17695], [-2.28648, -3.04679, -1.51243], [-4.44657, -1.30459, -1.63700], [-3.43480, -0.15183, 2.51117], [-1.46684, -1.67659, 2.13770], [1.95415, 2.65385, -1.98006], [3.83992, 1.56552, -2.31559], [3.91218, 0.21202, 1.86745], [1.74492, 1.63042, 2.12764]]
}